1.
{
  "formula": "C14H13N3O2S",
  "method": "ωB97M-V with the def2-TZVPD basis set",
  "homo_energy_ha": -0.321,
  "e_lumo_ev": 0.49,
  "charge": 0,
  "de_lowest_ev": 1.981,
  "species": ["N", "C", "N", "O", "C", "O", "C", "S", "C", "C", "C", "C", "C", "C", "C", "C", "C", "N", "C", "C", "H", "H", "H", "H", "H", "H", "H", "H", "H", "H", "H", "H", "H"],
  "xyz": [[-0.43820, 0.37713, -0.49019], [0.71725, 0.97008, -0.87283], [1.88170, 0.45173, -0.97108], [2.08169, -0.88309, -0.55808], [1.90233, -1.18827, 0.72166], [1.46020, -0.44736, 1.56428], [2.28553, -2.62777, 0.97013], [0.99689, -3.71734, 0.25816], [-0.49343, -2.95016, 0.85813], [-0.61877, -2.50665, 2.16749], [-1.79547, -1.90228, 2.57180], [-2.85237, -1.75951, 1.68726], [-2.73352, -2.22746, 0.38852], [-1.55411, -2.81697, -0.03112], [0.63461, 2.37565, -1.32481], [1.72162, 3.23063, -1.16517], [1.59786, 4.54182, -1.59544], [0.50082, 5.02599, -2.15257], [-0.52564, 4.21087, -2.31348], [-0.51815, 2.88155, -1.91938], [-1.21944, 0.95809, -0.24003], [-0.42142, -0.53457, -0.06125], [2.39265, -2.81529, 2.03708], [3.19527, -2.88813, 0.43358], [0.19262, -2.62360, 2.86744], [-1.88624, -1.54794, 3.58722], [-3.76886, -1.29032, 2.01190], [-3.55606, -2.12754, -0.30383], [-1.44366, -3.17747, -1.04244], [2.62821, 2.86365, -0.71476], [2.41447, 5.24327, -1.48874], [-1.39892, 4.64555, -2.78197], [-1.37943, 2.25574, -2.09747]],
  "forces_ev_per_angstrom": [[-0.125, -0.099, -0.063], [-0.529, -0.720, 0.257], [1.151, 0.651, -0.117], [-0.576, -0.124, -0.631], [0.036, 0.104, 0.861], [0.242, -0.066, -0.172], [-0.458, -0.121, -0.091], [0.050, -0.049, 0.079], [0.336, -0.183, -0.112], [-0.157, -0.016, 0.019], [0.029, 0.001, 0.084], [-0.069, 0.031, -0.024], [-0.117, -0.005, 0.004], [0.084, -0.066, 0.046], [0.022, 0.477, -0.164], [-0.209, -0.082, -0.041], [0.232, -0.213, 0.142], [-0.065, 0.498, -0.187], [-0.235, -0.185, -0.003], [0.197, -0.037, 0.100], [0.082, 0.007, 0.030], [0.021, 0.058, 0.011], [0.069, 0.144, -0.103], [0.024, -0.010, 0.047], [0.090, 0.016, 0.042], [-0.019, 0.047, 0.092], [-0.080, 0.041, 0.027], [-0.077, 0.010, -0.056], [0.010, 0.029, -0.133], [0.103, -0.011, 0.054], [0.125, -0.024, 0.062], [-0.114, -0.058, -0.037], [-0.074, -0.043, -0.027]]
}

=====

2.
{
  "formula": "C21H40BBrCaF2LiN6O6",
  "method": "ωB97M-V with the def2-TZVPD basis set",
  "homo_energy_ha": -0.292,
  "e_lumo_ev": -6.58,
  "charge": 1,
  "species": ["C", "C", "C", "C", "N", "B", "C", "O", "C", "C", "N", "C", "C", "C", "F", "H", "H", "H", "H", "H", "H", "H", "H", "H", "H", "H", "H", "H", "H", "N", "H", "H", "H", "H", "O", "H", "Li", "Br", "C", "C", "N", "H", "H", "H", "C", "C", "C", "O", "C", "N", "H", "H", "H", "H", "H", "H", "H", "H", "H", "H", "H", "Ca", "C", "C", "N", "H", "H", "H", "C", "C", "O", "C", "O", "O", "H", "H", "H", "H", "F"],
  "xyz": [[-0.40512, -6.26075, 0.77051], [0.83075, -5.71878, 1.21746], [0.78373, -4.38691, 2.10574], [-0.70396, -4.26419, 2.51022], [-1.70723, -3.82213, 2.81890], [1.73512, -4.64676, 3.38717], [2.85470, -5.82655, 3.45219], [1.68900, -3.83278, 4.52552], [1.28666, -3.20862, 1.15727], [0.11343, -2.81205, 0.25538], [-0.71503, -2.65556, -0.51877], [1.94488, -1.99468, 1.89521], [1.02885, -1.24909, 2.92626], [0.60435, 0.17872, 2.47871], [1.72345, 0.96720, 2.16492], [-0.95928, -7.06707, 1.30535], [-0.91312, -5.83407, -0.13279], [1.80138, -6.21251, 0.90249], [2.34755, -6.80423, 3.29045], [3.42020, -5.78137, 4.41875], [3.58032, -5.69965, 2.57837], [0.82263, -3.96983, 4.95629], [2.08718, -3.65668, 0.50444], [2.95096, -2.26513, 2.34811], [2.19251, -1.24103, 1.09740], [0.11962, -1.80624, 3.24557], [1.64492, -1.10077, 3.85428], [0.08628, 0.64411, 3.42050], [-0.11013, 0.16666, 1.62036], [-0.09429, -0.69054, -2.64828], [0.86043, -0.33614, -2.56834], [-0.76742, 0.09256, -2.55387], [-0.22063, -1.13916, -3.55233], [-0.27605, -1.37267, -1.91031], [1.72728, -7.15820, -1.01913], [1.43286, -7.29235, -1.92314], [4.32492, -4.42358, 2.31838], [1.19282, 1.88072, 4.69765], [4.10117, 3.37878, 1.97017], [5.28742, 3.68160, 2.79971], [6.20665, 3.91598, 3.43888], [3.57253, 2.51790, 2.37826], [3.42775, 4.23458, 1.95803], [4.41206, 3.15576, 0.94944], [-1.72614, 2.86455, -0.30851], [-1.91283, 2.76012, -1.81928], [-3.02149, 3.67458, -2.36967], [-4.33909, 3.22430, -2.11561], [-4.81663, 3.49431, -0.80627], [-2.14661, 1.35101, -2.17549], [-2.48863, 2.32147, 0.24855], [-0.76024, 2.44297, -0.01756], [-1.74148, 3.90495, 0.01910], [-0.97112, 3.07752, -2.28377], [-2.92688, 3.69810, -3.46060], [-2.89569, 4.71055, -2.02547], [-4.44037, 4.44665, -0.42067], [-4.54819, 2.67937, -0.13186], [-5.90513, 3.54001, -0.84717], [-2.16002, 1.26972, -3.19043], [-3.09784, 1.11433, -1.90370], [2.99833, -8.61153, -0.26246], [-0.67128, -2.89184, -6.39848], [0.65719, -3.16096, -6.99140], [1.68410, -3.36972, -7.44977], [-0.70943, -3.28647, -5.38297], [-0.85410, -1.81806, -6.37099], [-1.44826, -3.36865, -6.99387], [-1.83252, 8.49045, -0.62765], [-0.58016, 7.73038, -0.97068], [-0.45506, 6.81894, 0.11782], [-1.69579, 6.64974, 0.65131], [-1.97072, 5.82936, 1.46529], [-2.58011, 7.54179, 0.12896], [-2.38629, 8.80603, -1.51071], [-1.63459, 9.36415, -0.00206], [-0.67661, 7.16131, -1.89916], [0.29502, 8.37481, -1.04034], [-2.22181, -1.54480, -2.19922]],
  "forces_ev_per_angstrom": [[0.477, 0.313, 0.046], [-1.243, -0.122, 0.323], [-0.955, -1.483, -2.631], [3.650, 0.713, -0.659], [-1.457, 0.020, 0.547], [-0.107, 0.865, 1.311], [0.720, 1.038, -0.401], [-0.551, -2.086, -1.108], [-0.184, 0.776, 0.388], [2.417, -0.761, 1.396], [-0.123, -0.247, 0.101], [-0.735, 0.876, -0.835], [0.972, 0.642, 0.565], [-1.241, -0.640, 0.801], [-0.556, -1.018, -0.687], [1.378, -0.987, -1.638], [-0.685, 1.117, 2.034], [-0.917, -0.032, 1.719], [0.505, 0.670, 0.090], [-0.449, -0.177, -0.850], [-1.264, -1.901, 0.922], [0.115, 1.010, -0.036], [-0.902, 0.249, 0.298], [-0.805, -0.146, -0.221], [0.050, -0.670, 0.712], [0.595, 0.263, -0.470], [-0.666, -0.028, -0.684], [0.795, -0.612, -1.826], [0.701, 0.086, 0.360], [1.696, 0.522, -0.475], [0.028, 0.080, -0.184], [-0.838, -0.120, 0.680], [-0.333, -0.091, 0.303], [-1.167, -0.150, -0.036], [1.366, -1.593, 0.168], [-0.303, 0.380, -0.231], [0.565, 1.484, 0.019], [0.320, 0.731, 1.477], [0.411, 0.035, 0.288], [-0.896, -0.204, -0.617], [0.407, 0.052, 0.222], [-0.056, 0.104, 0.088], [0.011, -0.055, 0.061], [0.045, 0.053, 0.042], [0.250, 0.084, 0.033], [-0.277, -0.049, 0.308], [0.025, -0.061, -0.286], [0.234, 0.217, 0.005], [-0.169, -0.207, -0.010], [0.478, 0.566, -0.501], [-0.041, 0.008, -0.091], [-0.053, -0.002, -0.020], [-0.001, -0.095, 0.057], [-0.085, 0.055, -0.099], [-0.082, -0.057, 0.021], [0.027, -0.045, 0.172], [0.074, -0.056, 0.010], [0.031, 0.144, 0.159], [0.041, 0.026, -0.122], [-0.309, 0.070, -0.050], [0.233, -0.486, 0.156], [-0.878, 0.783, -0.408], [0.511, -0.088, -0.159], [-1.003, 0.201, 0.399], [0.446, -0.099, -0.111], [-0.057, 0.011, -0.045], [-0.013, -0.053, -0.039], [0.037, 0.029, 0.025], [-0.201, 0.515, -0.207], [0.397, 0.118, -0.376], [-0.355, 0.043, 0.057], [-0.119, -0.225, 0.377], [0.025, 0.147, -0.198], [0.325, -0.238, 0.007], [-0.133, -0.115, 0.123], [0.021, -0.058, 0.003], [-0.038, 0.007, 0.037], [0.041, -0.151, 0.145], [-0.172, 0.101, -0.748]]
}

=====

3.
{
  "formula": "C30H23LuN6",
  "method": "ωB97M-V with the def2-TZVPD basis set",
  "homo_energy_ha": -0.491,
  "e_lumo_ev": -6.61,
  "charge": 2,
  "de_lowest_ev": 0.000,
  "species": ["Lu", "C", "C", "N", "C", "C", "C", "C", "C", "C", "C", "C", "C", "N", "C", "H", "H", "H", "H", "H", "H", "H", "H", "C", "N", "C", "C", "C", "C", "C", "N", "C", "C", "C", "C", "C", "C", "H", "H", "H", "H", "H", "H", "H", "H", "H", "H", "H", "N", "C", "C", "C", "C", "C", "N", "C", "H", "H", "H", "H"],
  "xyz": [[0.45837, 0.09127, -0.25130], [-2.14210, -3.68066, -1.09149], [-1.16983, -2.82748, -0.59387], [-0.88958, -1.59669, -1.12040], [-1.57366, -1.20792, -2.25738], [-2.58429, -2.01888, -2.82291], [-2.84938, -3.28553, -2.18488], [-3.36323, -1.60186, -3.93420], [-3.06495, -0.44743, -4.54194], [-2.08363, 0.42673, -4.05732], [-1.72981, 1.63777, -4.66563], [-0.76624, 2.45394, -4.11987], [-0.17120, 2.05975, -2.92879], [-0.42319, 0.91032, -2.32567], [-1.33725, 0.10278, -2.87193], [-2.31976, -4.61944, -0.59603], [-0.69707, -3.10550, 0.35044], [-3.54239, -4.03310, -2.54391], [-4.09910, -2.26685, -4.34740], [-3.65708, -0.13209, -5.41787], [-2.21177, 1.92125, -5.58971], [-0.47039, 3.46377, -4.51017], [0.50125, 2.75675, -2.43504], [1.38427, 3.03618, 0.92388], [1.86165, 1.93066, 0.12695], [3.08589, 1.68154, -0.12936], [3.41146, 0.43374, -0.75177], [4.69340, -0.06711, -1.03082], [4.51937, -1.40388, -1.47837], [3.16031, -1.59665, -1.37701], [2.44871, -0.53033, -0.92839], [0.17780, 2.58005, 1.67595], [-1.03207, 2.21041, 1.10262], [-2.12657, 1.82040, 1.87903], [-2.05055, 1.86695, 3.27172], [-0.84546, 2.16671, 3.83448], [0.25027, 2.52778, 3.03553], [1.04057, 3.88784, 0.32716], [2.11706, 3.37792, 1.62552], [3.92496, 2.30355, 0.13796], [5.59632, 0.52824, -0.97891], [5.31136, -2.02224, -1.81828], [2.68201, -2.51222, -1.65686], [-1.14939, 2.35587, 0.01284], [-3.06554, 1.58672, 1.40126], [-2.87855, 1.55760, 3.91759], [-0.77006, 2.07033, 4.95888], [1.18708, 2.91065, 3.50082], [3.69644, -1.60262, 5.33438], [2.73923, -1.54819, 4.71932], [1.50277, -1.45528, 3.96009], [0.27578, -1.86859, 4.53675], [-0.86812, -1.77609, 3.78793], [-0.85581, -1.18037, 2.52999], [0.31506, -0.87945, 1.94469], [1.45646, -1.07807, 2.63607], [0.18705, -2.29111, 5.53933], [-1.72575, -2.09174, 4.30066], [-1.78627, -1.11110, 1.93602], [2.31511, -0.81897, 2.04966]],
  "forces_ev_per_angstrom": [[0.623, 0.452, 0.202], [0.472, 0.405, 0.070], [0.211, 1.704, 0.214], [-0.797, -1.319, -0.205], [-0.593, -0.053, 0.025], [-0.126, -1.386, 1.315], [0.394, 0.411, -0.621], [0.599, -0.249, -0.196], [-1.497, 0.366, -1.338], [1.912, 0.456, 1.693], [0.030, 0.376, -0.522], [0.152, 1.007, -0.043], [0.270, 0.681, 0.211], [0.202, 0.130, 0.616], [-1.078, -1.550, -0.772], [-0.038, -0.158, -0.010], [0.324, 0.278, -0.403], [-0.446, 0.491, -0.500], [-0.271, -0.123, 0.059], [0.469, -0.178, 0.438], [-0.145, 0.057, -0.072], [-0.508, -1.313, 0.103], [0.151, -0.299, 0.012], [-0.648, 0.392, -0.596], [-1.761, -0.193, -0.039], [1.179, -1.309, -0.722], [1.428, 1.048, 0.792], [-0.647, 0.183, -0.349], [-0.349, 2.227, 0.832], [-0.235, -1.456, -0.532], [0.042, -0.401, -0.205], [-0.147, -0.121, 0.462], [-0.406, -0.273, -1.154], [-0.121, 0.543, -0.092], [-0.577, -1.023, -0.537], [1.090, 0.022, 1.766], [0.744, 0.572, 2.073], [0.443, 0.004, -0.325], [0.568, 0.319, 0.316], [0.090, 0.563, 0.180], [-0.008, -0.217, 0.050], [0.133, -0.688, -0.202], [-0.461, -0.301, 0.009], [-0.177, -0.131, 0.369], [-0.099, -0.054, -0.119], [0.158, 0.262, -0.445], [0.190, 0.471, -1.460], [-0.797, -0.638, -0.121], [0.895, -0.055, 0.560], [-1.414, 0.198, -1.136], [-0.422, -0.894, 0.812], [1.036, 0.121, -0.123], [0.415, 0.863, -0.232], [-0.096, -1.048, -0.035], [-0.561, -0.221, 0.029], [-0.188, 0.922, -0.465], [0.422, 0.234, -0.243], [-1.489, -0.310, 0.031], [0.688, 0.257, 0.397], [0.769, -0.057, 0.180]]
}

=====

4.
{
  "formula": "CH14N2O4",
  "method": "ωB97M-V with the def2-TZVPD basis set",
  "homo_energy_ha": -0.340,
  "e_lumo_ev": 0.45,
  "charge": 0,
  "de_lowest_ev": 1.510,
  "species": ["N", "C", "N", "H", "H", "H", "H", "H", "H", "O", "H", "H", "O", "H", "H", "O", "H", "H", "O", "H", "H"],
  "xyz": [[0.20128, -0.02944, 0.66735], [1.05141, -0.95509, 1.44110], [2.44877, -0.95282, 1.09141], [-0.66846, 0.07027, 1.16767], [0.65934, 0.86556, 0.84206], [0.94091, -0.65917, 2.48190], [0.71332, -1.99977, 1.43499], [3.09897, -1.49543, 1.62318], [2.56947, -1.26256, 0.13367], [-2.21946, 1.16786, -1.73972], [-2.78888, 1.16415, -0.94421], [-1.41776, 1.58866, -1.38867], [1.53994, 0.42069, -2.41119], [1.20082, 1.30259, -2.51780], [2.36460, 0.54543, -1.92461], [-2.95829, 3.63955, 0.96520], [-3.79047, 3.69998, 1.43947], [-3.27313, 3.40163, 0.09909], [0.04800, -3.70374, -0.52674], [0.23640, -2.77756, -0.51372], [0.04321, -4.03079, -1.42040]],
  "forces_ev_per_angstrom": [[1.278, -0.055, -0.131], [-0.426, -1.097, 1.556], [0.247, 1.375, -1.685], [-0.364, -0.284, 0.071], [-0.065, 0.098, -0.408], [0.507, -0.100, 0.432], [-0.781, 0.254, -0.434], [-0.314, -0.263, 0.789], [-0.108, 0.059, -0.057], [-0.214, 0.513, 1.026], [0.285, -0.226, -0.678], [-0.091, -0.349, -0.290], [0.515, -0.453, 0.092], [-0.284, 0.505, -0.125], [-0.150, -0.061, -0.039], [-0.107, -0.061, 0.291], [-0.014, 0.128, 0.459], [0.124, -0.082, -0.820], [-0.185, -1.044, 0.902], [0.086, 0.900, -0.460], [0.063, 0.243, -0.491]]
}

=====

5.
{
  "formula": "C4HN2S2",
  "method": "ωB97M-V with the def2-TZVPD basis set",
  "homo_energy_ha": [-0.172, -0.173],
  "e_lumo_ev": [1.01, 1.02],
  "charge": -1,
  "de_lowest_ev": 4.891,
  "species": ["C", "C", "C", "C", "N", "N", "S", "S", "H"],
  "xyz": [[3.92100, 1.29958, -0.00631], [0.29005, 0.20046, -0.23497], [2.09051, -0.11946, 1.41216], [1.97505, -0.99366, 0.30225], [3.95602, 1.67655, -1.08927], [0.93234, -0.84326, -0.57405], [2.99362, -2.39764, 0.09169], [0.77456, 0.97904, 1.22735], [-0.58600, 0.64591, -0.86865]],
  "forces_ev_per_angstrom": [[-0.843, -1.162, 2.293], [-2.614, 1.234, -1.906], [0.553, 1.760, 1.867], [2.803, -4.585, -1.340], [0.191, 0.801, -2.036], [-0.737, 0.402, -1.090], [-1.745, 2.602, 0.576], [0.821, 0.075, 0.409], [1.572, -1.126, 1.227]]
}